64
Properties=species:S:1:pos:R:3:forces:R:3 method="wB97M-V/def2-TZVPD" de_lowest_kcal_mol=24.86 smiles="CCOC(=O)[C@H]1CCCN(C(=O)c2cn(CC(C)C)c(=O)c3cc(OC)c(OC)cc23)C1" charge=0 lumo_energy_ev=0.74 energy_ha=-1494.7352 orbital_gap_ev=8.44
C 5.024393 3.056833 -0.037754 -0.122 -0.328 0.171
C 4.747528 1.561885 -0.091195 -0.039 0.294 -0.471
H 3.915721 1.346199 -0.768640 0.144 -0.055 0.069
H 5.631704 1.006318 -0.408913 -0.139 0.033 0.015
O 4.430519 1.023683 1.196070 0.237 -0.084 0.175
C 3.199694 1.231873 1.651238 0.095 -0.170 0.527
O 2.386593 1.945079 1.123490 -0.070 0.202 -0.154
C 2.965925 0.412565 2.912277 -0.095 -0.046 -0.038
H 3.889345 0.436061 3.497239 -0.042 -0.024 -0.065
C 2.702999 -1.036873 2.465277 0.503 -0.040 -0.081
N 1.447492 -1.129507 1.755227 0.098 -0.113 0.144
C 1.466147 -1.039013 0.397992 -0.237 -0.442 -0.028
O 2.504167 -0.974828 -0.234049 0.199 0.206 -0.232
C 0.137502 -1.156899 -0.277361 -0.137 -0.563 -0.063
C -0.524430 -2.337652 -0.231119 0.735 0.626 0.227
N -1.685774 -2.572771 -0.901297 -0.131 0.090 -0.210
C -2.253453 -1.635238 -1.755585 -0.049 -0.095 -0.066
O -3.263924 -1.901874 -2.389355 -0.136 0.072 -0.083
C -1.561018 -0.356898 -1.822359 0.346 0.374 0.090
C -0.389359 -0.100497 -1.092560 -0.441 0.013 -0.318
C 0.196926 1.159757 -1.198882 -0.087 0.202 -0.179
C -0.322444 2.149685 -2.018257 0.101 -0.221 0.199
C -1.499657 1.880014 -2.765820 -0.169 -0.023 -0.106
C -2.090916 0.640274 -2.644911 -0.023 0.072 -0.042
H -2.989512 0.388248 -3.184424 -0.076 0.039 -0.075
O -1.999418 2.869634 -3.573182 0.387 -0.102 0.329
C -3.158080 2.599016 -4.323298 -0.190 -0.033 -0.126
H -3.003134 1.767988 -5.018022 -0.014 0.012 0.036
H -3.356412 3.509803 -4.886900 -0.037 -0.091 0.015
H -4.013656 2.378042 -3.677745 0.032 -0.015 -0.025
O 0.388731 3.303341 -2.003911 -0.045 -0.387 0.128
C 0.014199 4.429155 -2.764241 -0.045 0.508 -0.250
H 0.023958 4.217607 -3.835464 0.002 0.036 0.103
H -0.971540 4.802597 -2.479365 0.100 -0.021 -0.031
H 0.767253 5.183865 -2.536697 -0.061 -0.042 -0.025
H 1.084317 1.401159 -0.636147 0.138 0.045 0.029
C -2.349027 -3.853147 -0.760575 -0.514 -0.481 0.026
H -2.965331 -3.978072 -1.655057 0.184 -0.055 0.130
H -1.594299 -4.643608 -0.729750 0.014 0.073 -0.040
C -3.256891 -3.947795 0.479669 0.149 0.176 -0.024
C -4.271925 -2.808307 0.503506 -0.018 -0.274 -0.100
H -3.774485 -1.855995 0.678469 0.034 0.134 0.021
H -4.796985 -2.745270 -0.445543 -0.089 0.075 -0.056
H -4.998136 -2.965081 1.297750 -0.056 0.030 0.115
C -2.461496 -3.981409 1.782999 -0.184 -0.127 -0.211
H -3.132965 -4.153252 2.621271 -0.022 0.013 0.127
H -1.724020 -4.781653 1.769849 0.132 -0.076 0.063
H -1.950812 -3.035606 1.950126 0.080 0.116 0.070
H -3.797667 -4.896069 0.384344 0.047 0.023 -0.041
H -0.136040 -3.170573 0.336506 -0.018 -0.052 0.055
C 0.311532 -0.760533 2.570056 -0.451 0.361 0.148
C 0.451806 0.692422 3.029836 -0.033 -0.178 0.127
C 1.783697 0.911650 3.748058 0.001 0.174 -0.302
H 1.781219 0.369989 4.697951 0.040 0.015 0.035
H 1.908636 1.973953 3.963164 0.016 -0.008 0.097
H 0.406646 1.342723 2.156377 -0.098 -0.015 0.046
H -0.374563 0.946382 3.695344 -0.048 0.011 0.005
H 0.280608 -1.432916 3.435542 -0.058 -0.012 -0.052
H -0.605818 -0.882350 1.993775 0.084 -0.061 0.139
H 2.652124 -1.689141 3.342859 0.016 0.046 -0.027
H 3.497960 -1.377544 1.799209 -0.083 -0.016 0.162
H 5.334543 3.400635 -1.020293 0.063 0.061 -0.113
H 4.124782 3.592308 0.254095 -0.015 0.063 -0.014
H 5.814522 3.269627 0.679109 0.097 0.055 0.022



60
Properties=species:S:1:pos:R:3:forces:R:3 method="wB97M-V/def2-TZVPD" de_lowest_kcal_mol=72.19 charge=+1 lumo_energy_ev=-4.10 energy_ha=-1172.9895 orbital_gap_ev=5.84
C -5.745537 -3.917641 -0.356011 -0.154 -0.234 0.039
N -5.170242 -2.594163 -0.363338 1.046 -0.278 0.072
C -6.014490 -1.416941 -0.434909 -0.234 0.392 0.024
C -5.010437 -0.239875 -0.457004 -0.731 0.671 -0.119
C -3.666219 -0.881920 -0.386426 1.016 -0.063 0.200
C -3.848431 -2.286551 -0.296355 -0.862 -0.074 -0.376
C -2.751723 -3.160632 -0.156437 0.406 -0.069 0.178
C -1.487526 -2.610918 -0.055004 -0.312 0.039 -0.363
C -1.251149 -1.217212 -0.313741 0.245 0.025 0.306
C 0.025778 -0.621693 -0.470321 -0.128 -0.794 0.048
C 1.308558 -1.222856 -0.551706 -0.060 -0.086 -0.384
C 2.453389 -0.367779 -0.422731 0.459 -0.189 0.016
C 3.722441 -0.889456 -0.396578 -0.995 -0.092 -0.234
C 3.906631 -2.294629 -0.474313 0.776 -0.052 0.253
N 5.228562 -2.600941 -0.400935 -1.007 -0.250 -0.066
C 5.802741 -3.924091 -0.406597 0.148 -0.239 -0.039
C 6.070402 -1.422591 -0.319491 0.224 0.390 0.032
C 5.065168 -0.245977 -0.307325 0.706 0.649 0.162
C 2.812957 -3.168331 -0.632595 -0.319 -0.097 -0.122
C 1.551486 -2.621445 -0.772750 0.232 0.167 0.412
C -2.397681 -0.360494 -0.410480 -0.538 -0.158 -0.112
H -4.948314 -4.668356 -0.323908 -0.330 0.166 -0.021
H -6.403077 -4.052749 0.517892 0.240 0.035 -0.209
H -6.355624 -4.078482 -1.259750 0.252 0.052 0.232
H -6.653862 -1.443654 -1.330135 0.221 -0.076 0.165
H -6.686729 -1.367528 0.435745 0.201 -0.085 -0.176
H -5.136989 0.349277 -1.370041 0.088 -0.041 0.098
H -5.204430 0.437216 0.382457 0.182 -0.107 -0.125
H -2.915814 -4.239017 -0.115032 0.212 0.383 0.294
H -0.658030 -3.251562 0.237322 -0.287 0.144 -0.208
H 0.017951 0.467274 -0.545249 -0.001 -0.175 0.127
H 2.292117 0.707168 -0.335727 0.064 -0.193 0.030
H 5.005667 -4.673103 -0.345454 0.328 0.156 0.010
H 6.391120 -4.100929 -1.321879 -0.216 0.067 0.225
H 6.479498 -4.045466 0.453828 -0.260 0.013 -0.207
H 6.692287 -1.454300 0.587556 -0.189 -0.043 -0.174
H 6.758212 -1.365022 -1.177232 -0.217 -0.117 0.160
H 5.266426 0.433693 -1.142476 -0.164 -0.103 0.119
H 5.180072 0.340527 0.608981 -0.088 -0.032 -0.105
H 2.975521 -4.247334 -0.651292 -0.189 0.369 -0.333
H 0.729404 -3.264971 -1.081126 0.293 0.150 0.216
H -2.237175 0.712465 -0.513939 -0.063 -0.129 -0.001
O -2.206845 3.415515 -0.406761 -0.961 -0.230 -0.506
C -1.726974 4.659758 0.068453 0.560 0.330 0.506
C -0.717747 4.328361 1.155227 -0.478 -0.015 0.733
C 0.040653 5.546037 1.722677 -0.161 -0.060 -0.575
C 1.492545 5.069428 1.913833 -0.114 -0.465 0.162
C 1.635036 3.820571 0.993652 1.003 0.490 -0.110
N 0.299395 3.477677 0.649190 0.197 -0.900 -0.708
H -2.975828 3.597525 -0.970318 0.385 -0.195 0.190
H -1.198559 5.182104 -0.743049 -0.175 0.109 0.156
H -2.531265 5.282927 0.486425 0.085 -0.101 -0.204
H -1.238541 3.799581 1.977951 -0.259 0.347 -0.154
H 0.009654 6.343982 0.969382 -0.004 -0.016 0.196
H -0.426466 5.912542 2.641376 0.166 0.000 -0.179
H 2.211921 5.854337 1.653775 -0.123 -0.260 0.174
H 1.647754 4.767800 2.957873 0.070 0.162 -0.240
H 2.236534 4.083678 0.100799 -0.089 -0.088 0.244
H 2.170886 2.997537 1.504597 -0.116 0.294 -0.023
H 0.084958 2.731649 -0.000582 0.018 0.501 0.292



68
Properties=species:S:1:pos:R:3:forces:R:3 method="wB97M-V/def2-TZVPD" smiles="COc1ccc(NCC(=O)Nc2cc(S(=O)(=O)N3CCOCC3)ccc2N2CCOCC2)c(OC)c1" charge=0 lumo_energy_ev=0.57 energy_ha=-2077.5945 orbital_gap_ev=8.13
C 0.684645 3.662447 3.799742 -0.056 -0.134 0.229
H 1.431445 4.050997 4.490224 -0.080 -0.034 0.007
O 1.016669 4.210172 2.540718 0.059 0.080 -0.341
C 0.287248 3.829176 1.454672 -0.046 0.042 -0.182
C 0.636443 4.407852 0.238154 -0.008 -0.007 0.202
C -0.028761 4.038668 -0.911507 -0.090 -0.134 0.238
C -1.048513 3.088910 -0.907012 0.023 -0.035 0.407
C -1.421701 2.535446 0.331191 -0.113 0.152 -0.281
C -0.757594 2.913731 1.491557 0.111 0.025 0.261
H -1.037514 2.460746 2.425235 -0.039 -0.073 0.110
O -2.442041 1.619283 0.331127 0.421 0.505 -0.249
C -2.776017 0.955104 1.527448 -0.141 -0.227 0.288
H -3.484116 0.182859 1.229145 0.030 0.023 0.075
H -3.255143 1.638018 2.236478 0.041 -0.019 -0.017
H -1.904263 0.490355 1.997210 -0.037 0.045 -0.036
N -1.544378 2.677102 -2.155403 -0.114 0.156 -0.468
H -1.488088 3.414562 -2.842453 -0.021 -0.134 0.056
C -2.683303 1.806375 -2.333816 -0.324 -0.112 0.111
H -2.904039 1.756889 -3.404557 0.029 0.010 0.089
C -2.408590 0.377599 -1.857832 0.109 0.306 -0.447
O -3.289136 -0.425693 -1.661325 -0.285 -0.158 0.161
N -1.072956 0.093819 -1.764679 0.325 0.213 0.036
C -0.601359 -0.908416 -0.886322 -0.086 -0.225 0.209
C 0.083161 -0.485721 0.242737 -0.034 -0.035 -0.139
C 0.432230 -1.378092 1.235146 0.323 0.266 0.598
C 0.111465 -2.718027 1.110850 -0.004 -0.087 0.071
C -0.534920 -3.155317 -0.023951 -0.072 0.113 0.056
C -0.905723 -2.277347 -1.060332 0.291 0.178 0.257
N -1.487066 -2.780281 -2.190757 -0.087 -0.062 -0.206
C -2.541082 -3.770961 -2.151270 -0.045 -0.296 -0.225
H -2.600593 -4.232419 -1.168109 -0.021 -0.005 -0.013
C -2.279145 -4.825828 -3.229213 -0.142 -0.010 0.331
H -3.103938 -5.537567 -3.287311 0.051 0.006 0.067
O -2.183276 -4.230047 -4.503171 -0.152 -0.044 -0.077
C -1.167870 -3.256297 -4.528635 0.156 0.395 0.066
H -1.171808 -2.839445 -5.537078 0.057 0.019 0.054
C -1.406999 -2.151657 -3.488484 0.214 -0.273 -0.466
H -0.575753 -1.449272 -3.516608 -0.077 -0.072 -0.051
H -2.340927 -1.627794 -3.729560 0.068 0.050 0.019
H -0.192314 -3.729869 -4.333728 -0.063 0.066 -0.027
H -1.346151 -5.364659 -2.999302 -0.082 0.028 0.010
H -3.497344 -3.272081 -2.362363 0.005 -0.059 0.077
H -0.754040 -4.206333 -0.128582 0.011 -0.097 -0.043
H 0.374697 -3.392942 1.909098 0.000 -0.163 0.055
S 1.167476 -0.743214 2.727701 0.178 0.079 0.047
O 1.263499 -1.799144 3.690552 0.070 -0.264 -0.276
O 0.467238 0.457507 3.098714 0.067 0.027 -0.329
N 2.726841 -0.283906 2.362230 -0.895 -0.235 0.419
C 2.917033 0.880091 1.529218 0.175 0.522 -0.232
H 2.226743 1.652967 1.863193 0.053 0.148 -0.110
C 4.369532 1.336157 1.686097 -0.333 0.063 -0.017
H 4.588038 2.168515 1.015930 -0.082 -0.009 0.087
O 5.258884 0.299674 1.336174 0.123 0.009 -0.165
C 5.060375 -0.837986 2.143793 -0.227 -0.243 0.079
H 5.776942 -1.585326 1.799765 -0.088 -0.004 0.094
C 3.626249 -1.360153 2.018874 0.503 -0.389 -0.049
H 3.441972 -2.175319 2.717771 0.189 -0.081 -0.084
H 3.448489 -1.708033 0.988428 0.033 0.002 0.075
H 5.259551 -0.589533 3.195959 0.011 -0.052 -0.052
H 4.540357 1.643100 2.727382 -0.015 0.029 -0.059
H 2.728875 0.643854 0.469808 0.015 0.054 0.058
H 0.284318 0.565948 0.382757 -0.088 0.184 -0.049
H -0.483568 0.916209 -1.833419 -0.098 -0.126 -0.090
H -3.590154 2.145559 -1.818444 0.109 -0.156 -0.099
H 0.255248 4.484077 -1.854217 0.065 0.015 -0.122
H 1.430962 5.134890 0.211028 0.111 0.108 0.001
H 0.722587 2.569192 3.791893 0.008 0.141 0.011
H -0.309031 3.990828 4.121443 0.013 -0.008 -0.006



71
Properties=species:S:1:pos:R:3:forces:R:3 method="wB97M-V/def2-TZVPD" charge=+1 lumo_energy_ev=-2.67 energy_ha=-1918.7646 orbital_gap_ev=7.99
O 5.149725 -1.774759 1.736823 0.184 -1.003 -0.628
O -1.011682 -1.266182 0.713637 -0.083 -0.033 0.854
O -5.185925 1.718904 1.978985 0.296 -0.039 0.334
O -2.118185 0.819543 5.911844 0.094 -0.156 -0.632
O 6.571118 -1.696475 -7.979686 -0.623 -0.912 1.110
O 6.855844 -3.540529 -6.853916 -0.911 1.133 -0.182
O 5.730527 -3.602017 0.539118 -0.721 0.458 -0.061
O 0.123103 -1.626101 2.641052 0.072 -0.252 -1.296
C 4.870090 -2.629410 0.912704 0.582 1.327 1.449
C -0.008004 -1.658998 1.294855 -0.508 0.428 -0.386
C -5.208069 2.658179 2.764213 -0.816 -0.686 -1.481
C -2.911863 1.695283 5.602534 0.414 -0.485 -0.167
C -1.406340 1.895396 -1.357788 0.083 -0.070 0.879
C 3.067159 -0.865011 -5.951980 0.449 -0.619 0.068
C 2.426269 -2.149889 1.042312 0.241 0.043 0.381
C 3.326307 -3.062048 -1.010689 0.149 0.094 0.353
C 0.967024 -2.603618 -0.826438 -0.206 0.353 0.643
C 4.259346 -1.099949 -6.639709 0.348 -0.037 -0.208
C 2.586835 -1.802552 -5.036728 0.353 -0.148 -0.165
C 4.491274 -3.213965 -5.494869 0.206 0.168 -0.238
C 3.529477 -2.610260 0.305584 -1.517 -0.648 -1.387
C 1.134216 -2.136780 0.492132 1.754 -0.786 -0.133
C 2.047136 -3.068335 -1.585934 -0.232 -0.172 -0.408
C 5.001771 -2.280562 -6.427407 -2.975 0.525 1.704
C 3.293577 -2.990472 -4.793975 0.512 0.686 -0.665
N -1.687455 0.628652 -1.263363 0.046 -1.094 1.289
N -3.430554 2.442078 6.587102 -0.754 0.964 0.541
N 1.782945 -3.528170 -2.882238 0.240 -0.407 -0.225
N -0.946674 2.617680 -0.349442 0.540 0.207 0.637
N -4.319011 2.814062 3.751590 1.034 0.090 1.355
N 6.212437 -2.520155 -7.128010 2.411 -0.442 -1.385
N -1.602462 2.454345 -2.518366 -0.096 1.373 -1.667
C -6.263182 3.731149 2.627885 0.084 -0.092 0.087
C -4.368287 3.566320 6.570551 0.082 -0.395 -0.056
C 2.779129 -4.053227 -3.842771 -0.588 0.450 0.595
C -0.769356 2.204376 1.057787 -0.575 -0.101 0.276
C -2.115409 2.069473 1.783644 0.004 0.119 0.255
C -1.955208 2.174229 3.309190 0.069 -0.351 -0.185
C -3.246393 1.857732 4.099849 -0.177 0.356 -0.493
H 6.532277 -3.445296 1.061412 0.073 -0.027 -0.051
H -0.733527 -1.361415 3.010759 0.002 0.083 0.043
H 2.514498 0.051247 -6.135086 0.117 -0.130 -0.004
H 2.584494 -1.806582 2.064592 -0.014 -0.099 -0.279
H 4.185209 -3.409440 -1.574737 -0.096 -0.007 0.051
H -0.026174 -2.620535 -1.262039 0.003 0.016 0.065
H 4.607166 -0.349050 -7.345680 0.094 -0.299 0.117
H 1.656676 -1.601070 -4.516815 0.111 -0.111 0.048
H 5.031376 -4.139937 -5.312653 0.063 0.190 -0.116
H -2.089068 0.124108 -2.027043 -0.078 -0.141 -0.103
H -1.529848 0.139387 -0.387079 -0.033 -0.424 -0.133
H -3.091811 2.160972 7.496153 0.047 -0.070 -0.132
H 0.809147 -3.727309 -3.105516 0.629 0.129 0.269
H -0.721606 3.575980 -0.552764 -0.022 0.041 -0.031
H -4.425808 3.629770 4.332682 0.061 -0.134 -0.239
H -1.417174 3.432794 -2.645477 -0.117 -0.005 -0.279
H -1.968765 1.911088 -3.277527 0.019 0.205 -0.179
H -6.862457 3.767900 3.535565 -0.075 0.190 0.061
H -5.788805 4.694948 2.454594 -0.076 0.170 0.085
H -6.907876 3.487805 1.783767 0.139 -0.008 0.132
H -5.330074 3.254942 6.157362 0.016 0.172 0.089
H -3.953784 4.400335 6.000979 -0.108 0.156 0.126
H -4.538343 3.906411 7.594414 0.140 -0.101 -0.187
H 3.614858 -4.526938 -3.319369 -0.115 0.056 -0.008
H 2.305309 -4.841546 -4.436923 -0.046 0.064 0.193
H -0.175469 2.968146 1.564552 0.098 -0.011 -0.351
H -0.220026 1.263593 1.119208 0.128 0.076 -0.155
H -2.772630 2.871141 1.445315 -0.116 -0.116 -0.134
H -2.565548 1.109749 1.525826 -0.223 0.105 -0.001
H -1.178280 1.468547 3.609395 -0.020 0.032 0.295
H -1.614505 3.178852 3.567351 0.076 0.063 0.060
H -3.580678 0.863466 3.794701 -0.145 0.089 -0.015



Number 1: HOMO energy -0.2829 hartree. Number 2: HOMO energy -0.3652 hartree. Number 3: HOMO energy -0.2780 hartree. Number 4: HOMO energy -0.3918 hartree.